{
  "formula": "C3H2N2",
  "method": "ωB97M-V/def2-TZVPD",
  "total_charge": 0,
  "de_lowest_ev": 4.699,
  "elements": ["C", "C", "C", "N", "N", "H", "H"],
  "coordinates": [[-0.7582, -1.2964, 0.3064], [-0.9186, -2.5316, 0.7610], [-0.1716, -0.1070, 0.0265], [0.3576, -2.7031, 0.6322], [1.4698, -2.5828, 0.6422], [0.1660, 0.4727, 0.7910], [-0.1296, 0.3847, -0.9480]],
  "forces_ev_per_a": [[-0.4, 4.1, -0.7], [-2.4, 0.9, -0.6], [-2.8, -3.1, -1.9], [5.4, -1.0, 0.8], [-0.5, -1.8, -0.1], [0.9, 1.4, 2.4], [-0.2, -0.6, 0.1]],
  "lowdin_charge": [-0.118, -0.070, 0.004, -0.162, 0.266, 0.019, 0.062]
}